Record 1
C3H2F2O2 | ωB97M-V with the def2-TZVPD basis set

Structure (XYZ):
```
9
Properties=species:S:1:pos:R:3:forces:R:3:mulliken_charge:R:1
C 2.6640 -0.6343 0.1769 -0.146 0.445 -0.441 0.235
C 2.3442 0.4523 0.5994 0.356 -2.217 -0.066 0.179
C -2.2758 -0.0795 0.0350 0.448 0.119 -0.668 -0.144
O -0.8141 0.6488 -1.5351 1.364 -0.471 -0.388 -0.505
O -1.9389 0.6978 -0.9003 -0.816 0.121 0.494 0.090
F 2.9718 -1.6729 -0.5412 -0.081 0.790 0.359 -0.213
F 1.9154 1.2204 1.5286 -0.151 0.981 0.134 -0.197
H -3.2797 0.3004 0.2631 0.298 -1.204 1.004 0.282
H -1.5870 -0.9330 0.3735 -1.272 1.437 -0.428 0.274
```
Forces are in eV/Å.

HOMO energy (spin up / spin down): -9.713 / -9.715 eV
Molar mass: 108.043 g mol⁻¹
Energy relative to the best compared isomer or geometry (same formula, charge and spin): 216.5 kcal/mol
Multiplicity: 1
Frontier orbital gap (spin up / spin down): 9.32 / 9.33 eV

---

Record 2
C3H2F2S2 | ωB97M-V with the def2-TZVPD basis set

Structure (XYZ):
```
9
Properties=species:S:1:pos:R:3:forces:R:3:mulliken_charge:R:1
F 0.0449 -1.5823 -0.9347 0.126 1.032 0.559 -0.268
C 0.0199 -0.6219 0.0506 -1.645 0.768 -0.431 0.990
F 0.1326 -1.2692 1.2074 0.118 -0.385 0.635 -0.245
C 0.9936 0.5428 -0.0801 1.564 -0.674 0.039 -0.767
S -0.3315 1.8205 0.0445 -0.174 -1.341 0.128 -0.058
C -1.2941 0.2986 0.0506 1.030 -0.704 -0.217 -0.085
S -2.8240 -0.1598 0.0483 0.352 0.458 0.020 -0.216
H 1.8322 0.4988 0.6996 -1.401 0.402 -1.012 0.329
H 1.4263 0.4725 -1.0862 0.030 0.444 0.279 0.319
```
Forces are in eV/Å.

HOMO energy: -9.211 eV
Molar mass: 140.179 g mol⁻¹
Energy relative to the best compared isomer or geometry (same formula, charge and spin): 0.0 kcal/mol
Multiplicity: 1
Frontier orbital gap: 8.51 eV

---

Record 3
C3H2F3I | ωB97M-V with the def2-TZVPD basis set

Structure (XYZ):
```
9
Properties=species:S:1:pos:R:3:forces:R:3:mulliken_charge:R:1
C 0.1876 -0.9085 1.8301 0.517 0.506 -4.155 -0.409
C 0.1701 0.2066 1.0776 0.088 -2.259 0.107 -0.228
C -0.1925 0.1893 -1.7975 0.263 1.522 0.140 0.483
F 0.4294 1.4001 -1.7161 -1.200 -0.799 -0.230 -0.165
F -1.4341 0.2521 -2.2812 0.367 0.504 0.690 -0.190
F 0.5108 -0.5218 -2.6137 0.791 -1.273 -0.401 -0.195
I -0.0017 2.2219 1.1834 -0.072 -0.238 0.574 0.199
H -0.0266 -0.8611 2.8110 -0.607 0.455 3.588 0.295
H 0.3570 -1.9785 1.5065 -0.147 1.582 -0.312 0.210
```
Forces are in eV/Å.

HOMO energy (spin up / spin down): -9.481 / -8.645 eV
Molar mass: 221.947 g mol⁻¹
Energy relative to the best compared isomer or geometry (same formula, charge and spin): 110.4 kcal/mol
Multiplicity: 1
Frontier orbital gap (spin up / spin down): 8.78 / 7.91 eV

---

Record 4
C3H2F4 | ωB97M-V with the def2-TZVPD basis set

Structure (XYZ):
```
9
Properties=species:S:1:pos:R:3:forces:R:3:mulliken_charge:R:1
C 1.1560 0.4095 0.4528 -0.702 -1.514 1.539 -0.291
C 0.1761 -0.0407 -0.6761 0.981 0.728 1.437 0.406
C -1.2436 -0.3714 -0.2318 0.470 -2.011 1.498 0.203
F 0.8413 1.5743 1.0210 -0.104 0.343 -0.300 -0.203
F 0.0398 0.8972 -1.6262 0.203 1.894 -0.904 -0.256
F -1.9391 0.3028 0.6686 0.448 0.937 -0.524 -0.193
F -1.2346 -1.6380 0.2445 -0.218 -0.196 -0.536 -0.222
H 1.5485 -0.2855 1.3409 -0.852 1.004 -2.535 0.274
H 0.6557 -0.8482 -1.1937 -0.227 -1.185 0.325 0.283
```
Forces are in eV/Å.

HOMO energy (spin up / spin down): -9.591 / -9.514 eV
Molar mass: 114.041 g mol⁻¹
Energy relative to the best compared isomer or geometry (same formula, charge and spin): 93.0 kcal/mol
Multiplicity: 1
Frontier orbital gap (spin up / spin down): 9.04 / 8.99 eV

---

Record 5
C3H2F4N2 | ωB97M-V with the def2-TZVPD basis set

Structure (XYZ):
```
11
Properties=species:S:1:pos:R:3:forces:R:3:mulliken_charge:R:1
C -1.7022 -0.5455 0.3356 0.870 3.602 -3.562 0.132
C 1.7742 0.5552 0.3626 -1.278 -0.776 1.967 0.104
C 0.6427 -0.1502 -0.5064 0.041 0.850 3.114 0.890
N -1.6239 -1.4445 1.1267 0.184 -2.198 2.122 -0.431
N -0.6904 0.3768 -0.1346 2.300 -2.317 1.526 -0.386
F 1.4737 1.8040 0.6021 0.234 1.198 -0.924 -0.184
F 1.8806 0.0282 1.6242 0.218 -0.509 -1.624 -0.211
F 0.8375 -1.4463 -0.4181 -0.430 -1.129 0.589 -0.249
F 0.7550 0.1649 -1.7539 1.060 1.040 -2.932 -0.291
H -2.5293 -0.2837 -0.3029 -1.424 -0.413 0.310 0.337
H -0.8179 0.9412 -0.9354 -1.775 0.652 -0.585 0.288
```
Forces are in eV/Å.

HOMO energy (spin up / spin down): -9.964 / -10.516 eV
Molar mass: 142.055 g mol⁻¹
Energy relative to the best compared isomer or geometry (same formula, charge and spin): 72.7 kcal/mol
Multiplicity: 1
Frontier orbital gap (spin up / spin down): 8.73 / 9.43 eV

---

Record 6
C3H2F4O | ωB97M-V with the def2-TZVPD basis set

Structure (XYZ):
```
10
Properties=species:S:1:pos:R:3:forces:R:3:mulliken_charge:R:1
C 0.2558 0.1128 0.0656 1.505 -3.165 -0.127 -0.152
C 1.0509 0.4286 -1.1931 0.732 -0.421 -0.820 0.601
C 1.1643 0.4535 1.1486 0.876 -1.280 0.314 0.327
O 1.1034 1.4379 -1.8117 -0.734 0.176 0.207 -0.463
F 1.8896 -0.5920 -1.5536 -0.565 0.286 0.647 -0.240
F 1.0524 1.5630 1.7869 0.056 1.150 0.639 -0.205
F 2.1666 -0.3066 1.5915 -0.666 0.394 -0.475 -0.221
F 2.7606 2.6258 -1.3513 0.214 0.018 0.085 -0.177
H -0.5478 0.7854 0.1805 -1.330 0.347 -0.274 0.261
H 0.0585 -1.0576 0.1084 -0.088 2.494 -0.196 0.269
```
Forces are in eV/Å.

HOMO energy (spin up / spin down): -12.180 / -8.257 eV
Molar mass: 130.040 g mol⁻¹
Energy relative to the best compared isomer or geometry (same formula, charge and spin): 103.5 kcal/mol
Multiplicity: 1
Frontier orbital gap (spin up / spin down): 11.96 / 5.31 eV

---

Record 7
C3H2FI2O2 | ωB97M-V with the def2-TZVPD basis set

Structure (XYZ):
```
10
Properties=species:S:1:pos:R:3:forces:R:3:mulliken_charge:R:1
C 1.1838 -0.9064 1.6501 0.726 0.855 -1.804 0.663
C -1.4924 1.6067 -0.8292 0.961 -2.425 0.054 -0.514
C 0.5374 -0.7116 0.1596 1.623 0.440 0.207 -0.142
O 0.4670 -1.6216 2.3182 -0.375 -0.530 1.300 -0.624
O 2.2841 -0.3338 1.7515 -0.974 -0.438 0.292 -0.671
F 1.4824 -0.4187 -0.7772 -0.783 -0.127 0.152 -0.205
I -0.7851 2.4589 -2.7283 -0.598 -0.698 1.576 -0.006
I -0.8448 -2.1181 -0.5275 -0.226 -0.270 -0.190 -0.006
H -0.6311 1.3823 -0.0403 -1.815 0.820 -1.734 0.315
H -2.2013 0.6621 -0.9769 1.462 2.374 0.147 0.190
```
Forces are in eV/Å.

HOMO energy (spin up / spin down): -5.084 / -4.238 eV
Molar mass: 342.853 g mol⁻¹
Energy relative to the best compared isomer or geometry (same formula, charge and spin): 63.3 kcal/mol
Multiplicity: 1
Net charge: -1
Frontier orbital gap (spin up / spin down): 7.49 / 6.27 eV

---

Record 8
C3H2FLiO2 | ωB97M-V with the def2-TZVPD basis set

Structure (XYZ):
```
9
Properties=species:S:1:pos:R:3:forces:R:3:mulliken_charge:R:1
H -2.9265 -0.4466 0.9135 -0.093 -0.222 0.072 -0.283
C 0.1902 -0.9283 -0.1837 -1.403 1.274 -0.065 -0.057
C 0.1525 0.4137 -0.0201 -0.912 -1.271 -0.425 -0.459
O -0.9937 1.1699 -0.2011 -0.104 0.572 0.064 0.064
C -1.0945 2.4269 -0.1728 0.257 -0.419 0.008 -0.472
O 1.2795 -1.6145 -0.2095 2.385 -0.329 0.225 -0.885
H -0.7897 -1.4248 -0.2878 0.276 0.356 0.105 0.632
F 1.2787 1.1449 0.1640 1.062 0.291 0.073 -0.358
Li 2.9035 -0.7411 -0.0024 -1.469 -0.251 -0.059 0.817
```
Forces are in eV/Å.

HOMO energy (spin up / spin down): -0.470 / -0.469 eV
Molar mass: 95.986 g mol⁻¹
Energy relative to the best compared isomer or geometry (same formula, charge and spin): 96.8 kcal/mol
Multiplicity: 2
Net charge: -1
Frontier orbital gap (spin up / spin down): 1.45 / 1.45 eV

---

Record 9
C3H2FLiO2Sn | ωB97M-V with the def2-TZVPD basis set

Structure (XYZ):
```
10
Properties=species:S:1:pos:R:3:forces:R:3:mulliken_charge:R:1
C -0.2746 1.1695 -1.4075 -0.150 0.073 0.449 -0.631
C 0.2648 0.1231 -0.7875 0.768 3.071 -1.844 0.456
H -1.3013 1.4635 -1.2008 0.153 -0.152 -0.217 0.327
H 0.3250 1.7707 -2.0883 -0.193 -0.338 0.047 0.297
F 1.5366 -0.1701 -1.0239 -0.645 -1.123 0.866 -0.184
O 1.0939 -0.9932 1.6071 0.238 -2.063 1.042 -0.371
C 0.1578 -1.5047 1.0407 3.221 5.714 -1.597 0.282
O -0.4285 -0.5038 0.1949 -1.469 -2.556 0.256 -0.350
Sn -1.1914 -2.7178 1.9404 -2.275 -2.830 1.471 1.218
Li -0.1823 1.3628 1.7250 0.352 0.204 -0.474 0.957
```
Forces are in eV/Å.

HOMO energy: -17.152 eV
Molar mass: 214.697 g mol⁻¹
Energy relative to the best compared isomer or geometry (same formula, charge and spin): 2.1 kcal/mol
Multiplicity: 1
Net charge: +2
Frontier orbital gap: 5.66 eV

---

Record 10
C3H2FN | ωB97M-V with the def2-TZVPD basis set

Structure (XYZ):
```
7
Properties=species:S:1:pos:R:3:forces:R:3:mulliken_charge:R:1
C 0.2050 1.2179 0.3724 -0.968 -1.758 -1.076 -0.047
C -0.5238 0.6428 -0.6021 0.704 0.484 1.173 0.348
C 0.0646 -0.2154 0.3318 1.237 -3.452 -0.166 -0.223
N 0.7247 -2.0454 0.7148 -0.909 4.324 -0.115 -0.366
F -1.2393 0.8419 -1.6638 0.157 -0.213 0.235 -0.193
H 0.6155 2.0862 0.8289 0.268 0.303 0.340 0.344
H 0.1533 -2.5279 0.0181 -0.489 0.312 -0.391 0.137
```
Forces are in eV/Å.

HOMO energy: -8.006 eV
Molar mass: 71.054 g mol⁻¹
Energy relative to the best compared isomer or geometry (same formula, charge and spin): 155.0 kcal/mol
Multiplicity: 1
Frontier orbital gap: 8.12 eV

---

Record 11
C3H2FNO | ωB97M-V with the def2-TZVPD basis set

Structure (XYZ):
```
8
Properties=species:S:1:pos:R:3:forces:R:3:mulliken_charge:R:1
F 1.9117 0.0068 0.0275 0.998 -0.479 -0.237 -0.224
C 0.6249 0.0632 -0.0574 1.104 0.552 0.856 0.605
N -0.0363 1.1178 -0.0279 -1.276 2.595 -0.152 -0.450
C -1.3614 0.6874 -0.0018 -0.364 0.252 0.621 -0.314
C -1.3341 -0.6516 -0.0003 -1.456 -1.079 -0.062 -0.046
O -0.0327 -1.0430 0.0236 0.064 -2.281 -0.710 -0.258
H -2.2165 1.3391 0.2181 0.617 -0.255 -0.659 0.329
H -2.0501 -1.4750 -0.1015 0.313 0.694 0.343 0.359
```
Forces are in eV/Å.

HOMO energy: -9.752 eV
Molar mass: 87.053 g mol⁻¹
Energy relative to the best compared isomer or geometry (same formula, charge and spin): 1.9 kcal/mol
Multiplicity: 1
Frontier orbital gap: 10.69 eV

---

Record 12
C3H2FNOS | ωB97M-V with the def2-TZVPD basis set

Structure (XYZ):
```
9
Properties=species:S:1:pos:R:3:forces:R:3:mulliken_charge:R:1
F -0.2959 0.8257 2.4366 -0.170 -0.719 -1.549 -0.225
C -0.2146 0.3917 1.1711 0.756 -0.100 0.024 0.495
C -1.0380 -0.1588 0.2580 -0.365 0.881 2.187 -0.408
N -0.2812 -0.2860 -0.8670 0.977 -0.981 -2.603 -0.014
C 1.0402 0.0155 -0.6470 -0.375 -0.051 -0.081 0.130
S 2.3982 -0.1440 -1.5768 -0.865 0.114 0.248 -0.349
O 1.0522 0.4810 0.6302 -0.312 0.379 0.786 -0.259
H -2.0439 -0.5076 0.3848 -0.153 0.177 -0.231 0.393
H -0.6170 -0.6174 -1.7899 0.507 0.300 1.219 0.236
```
Forces are in eV/Å.

HOMO energy: -8.352 eV
Molar mass: 119.120 g mol⁻¹
Energy relative to the best compared isomer or geometry (same formula, charge and spin): 1.0 kcal/mol
Multiplicity: 1
Frontier orbital gap: 8.88 eV